Entry from the Open Molecules 2025 dataset: a structure of composition C4H10N2O2 (ωB97M-V/def2-TZVPD).

CARTESIAN COORDINATES (ANGSTROEM)
O: 0.30996 -1.62996 1.70339
C: 0.36213 -0.64697 0.94813
C: 1.31936 -0.57106 -0.23179
N: 0.62573 -0.65986 -1.50239
C: -0.34776 0.40721 -1.64993
C: -1.45100 0.20161 -0.62971
N: -0.88830 0.09559 0.71894
H: 1.90076 0.36805 -0.12537
H: 2.04291 -1.38967 -0.13435
H: 1.29189 -0.65193 -2.26662
H: 0.09813 1.41374 -1.51398
H: -0.78269 0.37376 -2.65654
H: -2.16469 1.03516 -0.65167
H: -1.99623 -0.72764 -0.84783
H: -1.59055 -0.17176 1.40587
H: -0.30433 1.17018 1.88144
O: 0.82072 0.96543 2.38168
H: 0.75397 0.41813 3.17073

Values from the calculation:
**DFT total energy**: -418.33949 a.u.
**HOMO-LUMO gap**: 0.365 Ha
**F_max**: 4.856 eV/Å
**Lowest unoccupied orbital energy**: 0.7 eV
**ΔE to the lowest compared entry with this formula, charge and spin**: 76.2 kcal per mole
**Molar mass**: 118.14 g/mol

***

Entry from the Open Molecules 2025 dataset: the ion C10H17IN3O with charge +1 (ωB97M-V/def2-TZVPD).

CARTESIAN COORDINATES (ANGSTROEM)
H: 1.95809 -0.60197 3.39630
N: 1.07780 -0.66585 2.86488
C: 1.24067 -0.28957 1.66216
C: 0.04844 -0.47919 0.79473
C: -0.10294 0.31144 -0.30302
C: -1.19630 0.01810 -1.21659
I: -0.33958 0.09177 -3.41658
N: -1.91731 -1.17084 -1.10605
C: -1.22478 -2.44590 -1.22658
C: -3.27524 -0.90234 -1.51288
C: -3.46765 0.43968 -1.55664
N: -2.28075 1.10588 -1.18577
C: -2.37984 1.78012 0.16660
O: 2.31836 0.09041 1.01300
C: 3.57684 0.30403 1.71462
C: 4.61706 0.75643 0.75524
H: -0.63649 -1.10178 1.18395
H: 0.57130 1.10399 -0.42641
H: -0.14518 -2.50413 -1.45692
H: -1.36211 -2.93145 -0.28517
H: -1.78726 -3.04641 -1.86144
H: -3.98896 -1.66136 -1.78347
H: -4.11826 1.07240 -2.00897
H: -1.86161 1.84534 -1.69576
H: -2.66915 1.13730 0.87815
H: -1.34599 2.09139 0.43899
H: -2.93395 2.61481 0.11551
H: 3.22576 1.09332 2.46938
H: 3.78060 -0.71521 2.13266
H: 5.18147 -0.09136 0.34280
H: 4.18278 1.23097 -0.11245
H: 5.25419 1.51996 1.22575

Values from the calculation:
**DFT total energy**: -928.07417 a.u.
**HOMO-LUMO gap**: 0.305 Ha
**F_max**: 5.414 eV/Å
**Lowest unoccupied orbital energy**: -4.1 eV
**ΔE to the lowest compared entry with this formula, charge and spin**: 42.4 kcal per mole
**Net charge**: +1
**SMILES**: [H]/N=C(/C=C/[C@@]1(I)N(C)C=C[N@H+]1C)OCC
**Molar mass**: 322.17 g/mol

***

Entry from the Open Molecules 2025 dataset: a structure of composition C19H34BrO3PtS5Si (ωB97M-V/def2-TZVPD).

CARTESIAN COORDINATES (ANGSTROEM)
Pt: 0.16597 4.37386 1.81783
S: 5.57673 0.35766 4.47060
C: 4.50798 1.35973 3.91743
S: 3.20765 2.04015 4.85991
C: 2.42421 2.85199 3.50901
C: 3.01479 2.90192 2.30524
S: 2.26767 3.69678 0.97455
S: 4.59442 2.05276 2.24709
S: 0.90687 3.62045 3.82441
C: -0.24776 4.04105 -1.99650
C: -1.65995 4.02564 -1.34931
C: -2.75679 3.98394 -2.40744
O: -1.73082 2.81112 -0.62249
C: -1.82127 5.20839 -0.38228
O: -2.28884 6.26941 -0.76001
O: -1.48880 5.03199 0.85807
H: -0.03753 3.03138 -2.29561
H: 0.45407 4.33535 -1.25428
H: -0.23396 4.83664 -2.74338
H: -2.68690 3.06575 -3.03420
H: -2.78179 4.90924 -2.94500
H: -3.67607 3.77545 -1.86150
H: -1.40803 3.01980 0.27536
C: -0.44117 -4.27608 0.69182
C: -1.50305 -3.31227 0.09252
C: -2.07174 -4.09139 -1.12407
C: -2.57713 -3.05119 1.13374
Si: -0.47702 -1.74820 -0.45754
Br: -1.86072 -0.90640 -2.20657
C: 1.11737 -2.21875 -1.40813
C: 0.96253 -3.41110 -2.35629
C: 1.47944 -1.06686 -2.37596
C: 2.33846 -2.43801 -0.58159
C: -0.20968 -0.36353 0.80241
C: 0.70786 -0.70468 1.94188
C: 0.44334 0.80222 0.12622
C: -1.59019 0.18267 1.26032
H: -0.78360 -5.16350 1.28243
H: 0.22405 -3.84737 1.48928
H: 0.24017 -4.77450 0.01218
H: -2.66978 -4.89181 -0.68432
H: -1.20494 -4.47583 -1.76403
H: -2.70384 -3.55114 -1.83068
H: -2.91837 -4.04694 1.39788
H: -3.38913 -2.37999 0.84256
H: -2.17187 -2.59186 2.04762
H: 0.07520 -3.40185 -3.01564
H: 1.13769 -4.43910 -1.97914
H: 1.79614 -3.32199 -3.11672
H: 0.59534 -1.04459 -3.03160
H: 2.42531 -1.44078 -2.90729
H: 1.74416 -0.19540 -1.82954
H: 2.17442 -3.06931 0.32263
H: 2.70794 -1.42390 -0.16234
H: 3.19748 -2.89757 -1.15517
H: 1.67925 -0.96547 1.66429
H: 0.33293 -1.58886 2.47973
H: 0.79843 -0.03630 2.80455
H: 1.54327 0.66485 0.08584
H: 0.31509 1.69150 0.76945
H: 0.08386 1.10454 -0.86382
H: -2.21368 -0.58334 1.76483
H: -2.17689 0.61628 0.45172
H: -1.45876 1.05734 1.97905

Values from the calculation:
**DFT total energy**: -5943.96226 a.u.
**HOMO-LUMO gap (alpha / beta)**: 0.246 / 0.226 Ha
**F_max**: 3.233 eV/Å
**Lowest unoccupied orbital energy (alpha / beta)**: 2.0 / 0.7 eV
**<S²>**: 2.0194
**Spin multiplicity**: 3
**Net charge**: -1
**Molar mass**: 773.88 g/mol

***

Entry from the Open Molecules 2025 dataset: a structure of composition C33H35CrF5N4P2S (ωB97M-V/def2-TZVPD).

CARTESIAN COORDINATES (ANGSTROEM)
Cr: -2.67009 -0.82347 -1.90292
C: -3.49524 -0.72888 -6.01650
C: -2.66049 0.29901 -5.87085
C: -3.06978 1.69549 -6.21086
C: -4.36877 2.18018 -5.52959
C: -4.62093 1.58125 -4.16540
C: -4.94551 0.31438 -3.88411
C: -5.69091 -0.52218 -4.84283
C: -4.98552 -0.60407 -6.20951
C: -1.89747 -0.72536 0.27938
H: -3.12066 -1.75481 -6.00099
H: -1.58053 0.14936 -5.77336
H: -3.22294 1.82835 -7.29432
H: -2.24254 2.35131 -5.91579
H: -4.27493 3.27339 -5.37897
H: -5.23486 2.04276 -6.20444
H: -4.70176 2.34820 -3.38495
H: -4.92063 -0.05932 -2.86605
H: -6.69460 -0.09443 -5.03250
H: -5.80413 -1.54332 -4.44525
H: -5.34129 -1.48592 -6.76802
H: -5.22063 0.27531 -6.83423
H: -1.42167 -1.65640 0.67121
H: -2.58000 -0.33705 1.08778
H: -1.02452 -0.04677 0.32914
P: -2.04055 1.60428 -1.21039
P: 0.41884 0.70762 -2.48519
N: -3.87146 1.58632 -0.89215
N: -1.67026 3.03551 -0.13559
N: -0.13646 -0.81342 -3.29136
N: 2.00371 0.65556 -3.23866
C: -1.81428 2.33106 -2.86696
C: -0.42293 2.01601 -3.47032
C: -4.37647 0.24662 -0.83569
C: -5.68596 0.29926 -0.34306
C: -6.04889 1.66456 -0.26130
C: -4.92364 2.43751 -0.60086
C: -1.72250 2.90429 1.26000
C: -1.34539 4.10945 1.85093
C: -1.05162 5.02484 0.78873
C: -1.27206 4.34523 -0.42023
C: -0.90073 -1.86045 -2.57420
C: -1.66148 -2.51840 -3.63348
C: -1.06010 -2.17821 -4.85105
C: -0.12976 -1.15768 -4.60894
C: 2.45372 0.51265 -4.55982
C: 3.84336 0.37308 -4.54966
C: 4.26464 0.48594 -3.17545
C: 3.12614 0.66005 -2.40591
H: -1.98252 3.41325 -2.76571
H: -2.57742 1.90805 -3.53315
H: -0.45759 1.76521 -4.54805
H: 0.21006 2.91697 -3.40500
H: -3.83749 -0.70825 -0.53971
H: -6.18713 -0.56950 0.02939
H: -7.01980 2.01492 0.04098
H: -4.79951 3.50884 -0.62463
H: -2.02597 1.97256 1.72057
H: -1.30716 4.33194 2.91466
H: -0.73452 6.06077 0.88058
H: -1.18479 4.66875 -1.44996
H: -0.19324 -2.51395 -2.03013
H: -2.44283 -3.25684 -3.43052
H: -1.25594 -2.54840 -5.86595
H: 0.55201 -0.71182 -5.32827
H: 1.78685 0.57715 -5.41029
H: 4.48138 0.22747 -5.41896
H: 5.27700 0.47183 -2.79276
H: 2.95811 0.75609 -1.33396
F: 3.54479 -1.41258 4.89616
C: 2.87985 -1.27160 3.72687
C: 2.15140 -2.33842 3.19900
F: 2.08324 -3.50244 3.88614
C: 1.57510 -2.22752 1.94013
F: 0.87634 -3.27780 1.44603
C: 1.71986 -1.06773 1.13123
S: 1.31502 -1.19017 -0.51351
C: 2.34272 0.04480 1.76762
F: 2.33178 1.24573 1.13500
C: 2.97820 -0.08319 3.00122
F: 3.75591 0.92223 3.46688

Values from the calculation:
**DFT total energy**: -4121.80898 a.u.
**HOMO-LUMO gap (alpha / beta)**: 0.174 / 0.182 Ha
**F_max**: 2.983 eV/Å
**Lowest unoccupied orbital energy (alpha / beta)**: -1.5 / -1.3 eV
**<S²>**: 6.2260
**Spin multiplicity**: 5
**Molar mass**: 728.67 g/mol